# 1
The following is a DFT calculation (ωB97M-V/def2-TZVPD) of an isolated molecule of C18H20N2O3.

Each line ends with the natural charge from an NBO analysis.
CARTESIAN COORDINATES (ANGSTROEM)
C  -1.73  0.23  -1.48  -0.15
C  -0.44  -0.59  -1.36  0.69
C  -1.62  1.59  -2.16  -0.42
C  -0.71  2.56  -1.37  -0.04
C  -1.20  3.49  -0.37  -0.23
C  0.71  2.63  -1.61  -0.13
C  -0.30  4.20  0.39  -0.22
C  1.55  3.42  -0.83  -0.24
C  1.08  4.19  0.19  -0.22
C  1.63  -0.80  0.04  -0.13
C  2.72  -0.65  -1.06  0.80
C  1.54  -2.30  0.39  -0.44
C  0.36  -2.66  1.22  -0.03
C  0.50  -2.77  2.61  -0.21
C  -0.84  -2.87  0.61  -0.23
C  -0.65  -2.81  3.36  -0.21
C  -2.03  -2.83  1.39  -0.20
C  -1.92  -2.84  2.78  -0.23
H  -2.53  -0.37  0.25  0.36
H  -1.65  0.99  0.35  0.35
H  -2.32  -0.44  -2.12  0.22
H  -1.13  1.51  -3.18  0.22
H  -2.60  2.05  -2.39  0.24
H  -2.27  3.35  -0.11  0.22
H  1.11  1.99  -2.41  0.22
H  -0.72  4.77  1.19  0.21
H  2.63  3.50  -0.98  0.22
H  1.69  4.79  0.86  0.22
H  0.07  0.35  0.33  0.38
H  1.94  -0.26  0.93  0.23
H  2.45  -2.68  0.87  0.23
H  1.59  -2.84  -0.54  0.24
H  1.48  -2.85  3.06  0.22
H  -1.00  -2.99  -0.49  0.24
H  -0.56  -2.82  4.44  0.21
H  -2.96  -2.76  0.92  0.21
H  -2.81  -2.89  3.41  0.22
H  4.42  -1.25  -1.65  0.50
N  -2.35  0.52  -0.21  -0.80
N  0.42  -0.13  -0.41  -0.60
O  -0.08  -1.49  -2.11  -0.63
O  2.79  0.33  -1.72  -0.57
O  3.75  -1.57  -1.03  -0.70

The value obtained for the highest occupied orbital energy is -8.87 eV. Its total energy is -1033.140916 a.u. The value obtained for the energy above the lowest of the compared OMol25 structures with the same formula, charge and spin is 1.895 eV. For the LUMO energy, the calculation gives 0.5391 eV. The SMILES is N[C@@H](Cc1ccccc1)C(=O)N[C@@H](Cc1ccccc1)C(=O)O. The frontier orbital gap comes out at 0.3458 Ha.

=====

# 2
The following is a DFT calculation (ωB97M-V/def2-TZVPD) of an isolated molecule of C18H20N2O4.

Each line ends with the natural charge from an NBO analysis.
CARTESIAN COORDINATES (ANGSTROEM)
C  -3.00  -0.71  1.34  -0.64
C  -3.08  -0.27  2.80  -0.06
O  -3.60  -1.26  3.66  -0.53
C  -2.72  -2.31  4.00  -0.06
C  -1.64  -1.90  5.02  -0.45
H  -1.87  -2.31  6.00  0.21
H  -1.64  -0.81  5.11  0.23
C  -0.23  -2.34  4.62  -0.22
N  0.17  -1.79  3.34  -0.60
C  0.55  -0.50  3.20  0.61
O  0.75  0.26  4.14  -0.61
C  0.72  -0.08  1.80  0.20
C  1.10  1.13  1.30  -0.23
C  1.05  1.01  -0.12  -0.16
C  1.30  1.82  -1.21  -0.14
C  1.10  1.27  -2.48  -0.01
C  1.33  2.02  -3.66  -0.32
C  1.14  1.46  -4.90  0.31
C  0.70  0.11  -5.00  -0.23
C  0.47  -0.64  -3.88  -0.17
C  0.67  -0.09  -2.60  0.13
N  0.43  -0.88  -1.53  -0.42
C  0.62  -0.33  -0.37  0.49
O  0.42  -0.98  0.80  -0.43
H  0.14  -1.66  -3.95  0.23
H  0.56  -0.29  -5.99  0.23
O  1.32  2.08  -6.09  -0.49
C  1.75  3.42  -6.08  -0.25
H  1.83  3.71  -7.13  0.20
H  1.03  4.07  -5.58  0.18
H  2.73  3.53  -5.60  0.18
H  1.66  3.04  -3.54  0.21
H  1.63  2.84  -1.09  0.22
H  1.38  1.98  1.88  0.25
H  -0.02  -2.31  2.50  0.41
H  0.48  -1.98  5.37  0.23
H  -0.16  -3.43  4.56  0.20
H  -2.26  -2.72  3.10  0.15
H  -3.37  -3.08  4.43  0.19
H  -3.78  0.57  2.89  0.19
H  -2.09  0.08  3.14  0.16
H  -3.96  -1.09  1.01  0.21
H  -2.73  0.14  0.72  0.21
H  -2.25  -1.49  1.19  0.20

The value obtained for the highest occupied orbital energy is -8.38 eV. Its total energy is -1108.385917 a.u. The value obtained for the energy above the lowest of the compared OMol25 structures with the same formula, charge and spin is 1.669 eV. For the LUMO energy, the calculation gives -0.3913 eV. The SMILES is CCOCCCNC(=O)c1cc2cc3cc(OC)ccc3nc2o1. The frontier orbital gap comes out at 0.2936 Ha.

=====

# 3
The following is a DFT calculation (ωB97M-V/def2-TZVPD) of an isolated molecule of C18H20N4O.

Each line ends with the natural charge from an NBO analysis.
CARTESIAN COORDINATES (ANGSTROEM)
O  -7.36  -1.49  -0.15  -0.67
C  -6.09  -1.00  -0.09  0.27
C  -5.21  -1.54  0.85  -0.25
C  -3.92  -1.07  0.94  -0.23
C  -3.45  -0.06  0.09  0.22
C  -4.34  0.47  -0.84  -0.28
C  -5.64  0.01  -0.93  -0.27
H  -6.31  0.44  -1.66  0.20
H  -4.02  1.24  -1.52  0.21
N  -2.15  0.42  0.26  -0.47
C  -1.76  1.66  -0.39  -0.24
C  -0.54  2.23  0.34  -0.22
N  0.59  1.33  0.40  -0.45
C  0.16  0.06  0.96  -0.23
C  -1.06  -0.54  0.25  -0.23
H  -1.36  -1.45  0.75  0.22
H  -0.78  -0.80  -0.79  0.17
H  0.99  -0.65  0.92  0.21
H  -0.09  0.24  2.01  0.20
C  1.31  1.19  -0.86  -0.27
C  2.61  0.51  -0.62  0.39
N  3.13  -0.42  -1.37  -0.48
C  4.33  -0.74  -0.78  0.14
C  5.29  -1.67  -1.15  -0.22
C  6.41  -1.79  -0.35  -0.23
C  6.58  -1.01  0.80  -0.21
C  5.63  -0.08  1.18  -0.24
C  4.51  0.04  0.38  0.09
N  3.40  0.84  0.45  -0.54
H  3.15  1.50  1.16  0.43
H  5.76  0.52  2.07  0.21
H  7.47  -1.14  1.39  0.21
H  7.17  -2.51  -0.61  0.21
H  5.16  -2.28  -2.04  0.22
H  0.77  0.63  -1.64  0.20
H  1.50  2.20  -1.24  0.22
H  -0.23  3.17  -0.13  0.20
H  -0.83  2.45  1.38  0.20
H  -2.58  2.38  -0.30  0.22
H  -1.53  1.52  -1.45  0.17
H  -3.26  -1.48  1.69  0.21
H  -5.56  -2.32  1.50  0.22
H  -7.85  -1.03  -0.84  0.48

The value obtained for the highest occupied orbital energy is -7.56 eV. Its total energy is -992.192327 a.u. The value obtained for the energy above the lowest of the compared OMol25 structures with the same formula, charge and spin is 0.620 eV. For the LUMO energy, the calculation gives 0.7333 eV. The SMILES is Oc1ccc(N2CCN(Cc3nc4ccccc4[nH]3)CC2)cc1. The frontier orbital gap comes out at 0.3048 Ha.

=====

# 4
The following is a DFT calculation (ωB97M-V/def2-TZVPD) of an isolated molecule of C18H20N4O2S.

Each line ends with the natural charge from an NBO analysis.
CARTESIAN COORDINATES (ANGSTROEM)
C  -0.52  3.43  5.77  -0.21
C  0.87  3.40  5.80  -0.21
C  1.56  2.40  5.16  -0.17
C  0.86  1.40  4.46  -0.10
C  -0.53  1.43  4.45  -0.15
C  -1.21  2.44  5.10  -0.23
H  -2.29  2.45  5.08  0.21
H  -1.09  0.64  3.96  0.19
C  1.63  0.36  3.81  0.28
N  2.86  0.03  4.14  -0.25
N  3.30  -0.96  3.36  -0.29
C  2.32  -1.25  2.54  0.14
N  1.22  -0.44  2.77  -0.35
C  0.19  -0.67  1.90  -0.05
C  0.45  -1.65  1.02  -0.17
S  2.05  -2.34  1.24  0.41
C  -0.45  -2.14  -0.07  -0.25
N  -0.83  -1.04  -0.93  -0.44
C  -1.95  -1.32  -1.81  -0.22
C  -1.53  -1.83  -3.19  -0.46
H  -2.40  -2.07  -3.79  0.24
H  -0.92  -2.73  -3.09  0.22
C  -0.70  -0.77  -3.92  0.55
C  -0.09  0.22  -2.92  -0.47
C  0.33  -0.51  -1.65  -0.23
H  0.86  0.18  -0.98  0.21
H  1.02  -1.31  -1.93  0.18
H  -0.82  1.00  -2.69  0.22
H  0.79  0.69  -3.36  0.22
O  0.31  -1.42  -4.68  -0.53
C  0.54  -0.66  -5.84  -0.10
H  0.58  -1.34  -6.69  0.19
C  -0.67  0.31  -5.92  -0.10
H  -0.35  1.35  -5.78  0.17
O  -1.51  -0.10  -4.87  -0.53
H  -1.23  0.22  -6.86  0.19
H  1.49  -0.11  -5.77  0.17
H  -2.53  -0.40  -1.93  0.20
H  -2.60  -2.06  -1.33  0.21
H  -1.36  -2.56  0.37  0.22
H  0.08  -2.95  -0.62  0.18
H  -0.71  -0.08  1.93  0.24
H  2.63  2.35  5.17  0.24
H  1.41  4.17  6.33  0.22
H  -1.05  4.22  6.27  0.21

The value obtained for the highest occupied orbital energy is -8.11 eV. Its total energy is -1465.563021 a.u. The value obtained for the energy above the lowest of the compared OMol25 structures with the same formula, charge and spin is 2.868 eV. For the LUMO energy, the calculation gives 0.5892 eV. The SMILES is c1ccc(-c2nnc3sc(CN4CCC5(CC4)OCCO5)cn23)cc1. The frontier orbital gap comes out at 0.3196 Ha.

=====

# 5
The following is a DFT calculation (ωB97M-V/def2-TZVPD) of an isolated molecule of C18H20N4O5S2.

Each line ends with the natural charge from an NBO analysis.
CARTESIAN COORDINATES (ANGSTROEM)
O  -1.21  -2.67  -2.66  -0.73
O  -1.99  6.10  2.02  -0.58
O  2.01  -5.23  -2.37  -0.55
O  -1.74  -4.19  -1.17  -0.67
O  5.01  -5.43  -1.68  -0.73
S  -1.83  -0.36  -0.79  0.53
S  -4.21  2.22  -0.88  0.27
C  -0.96  -3.36  -1.63  0.67
C  -2.31  5.14  1.36  0.65
C  2.15  -4.46  -1.43  0.70
C  -0.41  -0.85  0.21  -0.08
C  -3.02  1.93  0.41  -0.06
C  0.25  -3.09  -0.81  0.22
C  -0.26  0.00  1.27  -0.17
C  -2.11  0.93  0.32  -0.07
C  0.50  -1.97  -0.08  -0.13
C  -1.44  2.08  2.00  0.18
N  -1.86  5.18  0.06  -0.82
N  -2.60  2.70  1.50  -0.30
N  1.26  -4.03  -0.47  -0.42
N  -1.17  1.02  1.27  -0.27
C  -5.31  0.86  -0.48  -0.74
C  -3.14  3.97  1.92  -0.31
C  2.80  -0.96  -0.06  -0.61
C  3.89  -6.33  0.24  -0.64
C  1.88  -2.06  0.51  -0.23
C  3.39  -3.99  -0.71  -0.35
C  4.43  -5.06  -0.42  0.11
C  2.35  -3.53  0.39  -0.02
H  4.29  -5.81  -2.28  0.49
H  0.51  -0.08  2.01  0.24
H  -0.85  2.37  2.86  0.24
H  -2.22  4.53  -0.61  0.39
H  -1.54  6.09  -0.21  0.42
H  -4.75  -0.08  -0.44  0.24
H  -5.77  1.00  0.49  0.22
H  -6.06  0.67  -1.26  0.25
H  -4.15  4.09  1.60  0.26
H  -3.12  3.96  2.99  0.25
H  3.82  -1.02  0.35  0.21
H  2.80  -1.12  -1.16  0.22
H  2.41  0.04  0.17  0.21
H  3.09  -6.73  -0.35  0.22
H  3.58  -6.12  1.28  0.20
H  4.71  -7.05  0.31  0.23
H  1.79  -1.86  1.61  0.19
H  3.80  -3.14  -1.24  0.25
H  5.21  -4.60  0.22  0.18
H  2.39  -4.04  1.35  0.21

The value obtained for the highest occupied orbital energy is -7.51 eV. Its total energy is -2089.409929 a.u. For the LUMO energy, the calculation gives -0.9552 eV. The frontier orbital gap comes out at 0.2409 Ha.

=====

# 6
The following is a DFT calculation (ωB97M-V/def2-TZVPD) of a structure of composition C18H21AuN2O3S2.

Each line ends with the natural charge from an NBO analysis.
CARTESIAN COORDINATES (ANGSTROEM)
Au  -0.58  -0.37  0.01  0.69
O  0.33  0.68  2.68  -0.77
C  1.57  0.01  2.84  -0.07
C  1.31  -1.22  3.69  -0.40
C  0.42  -2.25  2.97  -0.45
C  1.13  -2.88  1.81  0.25
C  2.08  -3.88  2.02  -0.26
C  2.76  -4.41  0.94  -0.16
C  2.48  -3.92  -0.33  -0.27
C  1.52  -2.93  -0.45  0.05
N  0.86  -2.43  0.59  -0.49
H  0.41  1.31  1.94  0.51
H  2.30  0.66  3.34  0.16
H  1.98  -0.28  1.87  0.17
H  0.83  -0.91  4.62  0.21
H  2.27  -1.68  3.95  0.20
H  -0.48  -1.75  2.62  0.24
H  0.12  -3.02  3.68  0.21
H  2.27  -4.23  3.02  0.22
H  3.49  -5.19  1.08  0.22
H  2.99  -4.30  -1.21  0.22
H  1.28  -2.51  -1.42  0.20
S  -2.86  -0.53  0.42  -0.18
C  -2.71  1.16  0.21  -0.07
N  -2.93  1.81  -0.92  -0.58
C  -2.88  3.27  -0.89  -0.22
C  -2.07  3.61  0.35  -0.55
S  -2.41  2.26  1.52  0.37
H  -3.17  1.29  -1.75  0.42
H  -3.90  3.67  -0.84  0.20
H  -2.40  3.64  -1.79  0.22
H  -2.37  4.56  0.79  0.24
H  -1.00  3.60  0.15  0.27
O  0.89  2.28  0.40  -0.75
C  1.63  1.52  -0.25  0.77
O  1.32  0.34  -0.65  -0.80
C  3.01  1.97  -0.63  -0.10
C  3.35  3.32  -0.52  -0.19
C  4.62  3.75  -0.86  -0.23
C  5.57  2.83  -1.30  -0.20
C  5.24  1.49  -1.40  -0.23
C  3.96  1.06  -1.08  -0.19
H  2.60  4.01  -0.16  0.23
H  4.88  4.80  -0.79  0.21
H  6.57  3.16  -1.56  0.21
H  5.98  0.77  -1.73  0.21
H  3.68  0.02  -1.16  0.23

The value obtained for the highest occupied orbital energy is -8.11 eV. Its total energy is -1965.855997 a.u. The value obtained for the energy above the lowest of the compared OMol25 structures with the same formula, charge and spin is 0.232 eV. For the LUMO energy, the calculation gives 0.3776 eV. The frontier orbital gap comes out at 0.3118 Ha.